28
Properties=species:S:1:pos:R:3:nbo_charge:R:1 method="wB97M-V/def2-TZVPD" e_tot_ha=-990.1858 charge=0 fmax_ev_per_a=4.906 orbital_gap_ev=8.660 e_homo_ev=-8.842 lumo_energy_ev=-0.182
C -1.0753 -2.3078 -0.2820 -0.29
C 0.3490 -2.1694 -0.4813 -0.07
C -1.5087 -1.2276 0.4045 0.13
C 0.7969 -0.9991 -0.0328 -0.17
C -2.8623 -0.7687 0.7151 -0.43
C -3.1991 0.5441 -0.0529 -0.39
C -2.0950 1.5520 0.3197 -0.40
C -0.7629 0.9722 -0.0930 -0.40
C -0.3729 -0.2730 0.6480 -0.28
C 2.0590 -0.4042 0.0231 0.53
N 2.3489 0.6624 0.7113 -0.82
N 4.5402 1.3738 -1.1761 -1.15
O 5.0399 0.0801 0.9936 -1.05
O 3.1893 -0.9077 -0.5566 -0.74
P 3.9733 0.4316 0.1154 2.32
H -1.4799 -3.2100 -0.7062 0.23
H 1.0220 -2.9749 -1.0236 0.23
H -3.6395 -1.5958 0.3487 0.21
H -2.8266 -0.6712 1.7310 0.22
H -3.2925 0.2793 -1.0373 0.20
H -4.0580 1.0528 0.2068 0.21
H -2.3711 2.5454 -0.1319 0.22
H -1.8886 1.9049 1.4083 0.21
H -0.7466 0.7363 -1.1008 0.19
H -0.0024 1.6095 -0.0692 0.22
H 0.0209 0.0458 1.7245 0.27
H 3.8445 1.5717 -1.8751 0.40
H 4.9974 2.1475 -0.7312 0.41